--- a ---
Entry from the OMol25 dataset: an isolated ion of composition C5H13N2 and charge +1 (ωB97M-V/def2-TZVPD).

Structure (ORCA input):
```
! wB97M-V def2-TZVPD RIJCOSX def2/J DEFGRID3
* xyz 1 1
N -3.3631 1.7914 -0.5836
C -2.2963 0.9491 -0.7715
C -1.0296 1.2512 -0.4763
C 0.1285 0.2761 -0.5825
C 0.6648 -0.0750 0.8104
C 2.0697 -0.6714 0.8501
N 2.0174 -2.0929 0.2771
H -3.1141 2.6840 -0.1961
H -4.1902 1.6337 -1.1388
H -2.5244 -0.0801 -1.0339
H -0.6995 2.2546 -0.2222
H -0.2267 -0.6296 -1.0729
H 0.8836 0.7588 -1.2090
H -0.0443 -0.7227 1.3328
H 0.6229 0.8085 1.4435
H 2.4343 -0.7352 1.8699
H 2.6458 -0.0982 0.1554
H 2.4849 -2.1914 -0.6206
H 2.4876 -2.7110 0.9429
H 1.0488 -2.3999 0.2253
*
```

Values from the calculation:
- Kohn-Sham gap (eV) = 7.289
- lowest unoccupied orbital energy (eV) = -3.63
- SMILES = N/C=C/CCC[NH3+]

--- b ---
Entry from the OMol25 dataset: an isolated ion of composition C5H13N2 and charge +1 (ωB97M-V/def2-TZVPD).

Structure (ORCA input):
```
! wB97M-V def2-TZVPD RIJCOSX def2/J DEFGRID3
* xyz 1 1
C -3.2925 0.4860 1.4110
N -2.1963 -0.5831 1.2477
C -1.1756 -0.5136 0.2426
C 0.1432 -0.5715 0.2249
C 1.0484 0.6482 -0.0420
C 1.7838 0.5365 -1.4286
N 3.1437 -0.1632 -1.4648
H -2.8539 1.2146 0.7043
H -4.2425 0.2685 0.9207
H -3.3849 0.8523 2.5170
H -1.8632 -1.0766 2.0720
H -1.5091 -0.1325 -0.7153
H 0.4822 -1.4219 0.8363
H 1.8781 0.7860 0.6882
H 0.3815 1.5124 0.0753
H 1.1082 -0.1710 -1.9022
H 1.9204 1.4348 -1.9656
H 3.0149 -1.2465 -0.9215
H 3.8588 0.1637 -0.8230
H 3.5341 -0.4731 -2.4135
*
```

Values from the calculation:
- Kohn-Sham gap (eV) = 6.960
- lowest unoccupied orbital energy (eV) = -3.94
- SMILES = CN/C=C/CC[NH3+]

--- c ---
Entry from the OMol25 dataset: an isolated ion of composition C5H13N2 and charge +1 (ωB97M-V/def2-TZVPD).

Structure (ORCA input):
```
! wB97M-V def2-TZVPD RIJCOSX def2/J DEFGRID3
* xyz 1 1
C -0.9195 0.7065 -1.9247
C -0.3085 -0.3066 -1.3086
N -0.7524 -1.6183 -1.3554
C 0.8592 -0.0826 -0.3840
C 0.4627 -0.0520 1.1064
C 1.5285 0.4497 2.0362
N -0.8245 0.7186 1.2376
H -0.7229 1.7646 -1.7949
H -1.6837 0.5302 -2.6682
H -0.0597 -2.3332 -1.1846
H -1.3994 -1.8702 -2.0893
H 1.5634 -0.9105 -0.4828
H 1.4104 0.8176 -0.6651
H 0.2018 -1.0831 1.3580
H 1.6260 1.5443 2.0236
H 1.3405 0.1837 3.0833
H 2.5174 0.0725 1.7745
H -1.1893 0.7252 2.1978
H -1.5200 0.2656 0.6361
H -0.7313 1.6840 0.9163
*
```

Values from the calculation:
- Kohn-Sham gap (eV) = 9.064
- lowest unoccupied orbital energy (eV) = -3.29
- SMILES = C=C(N)C[C@@H](C)[NH3+]

--- d ---
Entry from the OMol25 dataset: a 2-piece molecular cluster, C5H13N2 overall (ωB97M-V/def2-TZVPD).

Structure (ORCA input):
```
! wB97M-V def2-TZVPD RIJCOSX def2/J DEFGRID3
* xyz 1 1
C 1.2056 -2.4390 -1.7429
C 0.6993 -1.3633 -1.1227
N 1.3522 -0.4109 -0.3597
C 2.5425 -0.9329 0.3471
H 2.1481 -2.9161 -1.5009
H 0.6324 -2.8793 -2.5466
H -0.3677 -1.1788 -1.2501
H 0.6680 0.0053 0.2976
H 2.8784 -0.1510 1.0207
H 2.2829 -1.8010 0.9558
H 3.2973 -1.1224 -0.4164
C -2.0742 2.6917 0.4509
C -1.2640 0.4997 0.7925
N -1.7906 1.6210 1.4088
H -2.3809 3.6305 0.9094
H -2.8388 2.4126 -0.2922
H -1.1965 2.8611 -0.1744
H -1.3403 -0.2204 1.6077
H -1.7714 0.4136 -0.1723
H -2.6823 1.2798 1.7878
*
```

Values from the calculation:
- Kohn-Sham gap (eV) = 4.413
- lowest unoccupied orbital energy (eV) = -7.62

Stability ranking, top and bottom: c is the most stable and d is the least stable.

--- a ---
Entry from the OMol25 dataset: C5H13N2 as an isolated structure (ωB97M-V/def2-TZVPD).

Structure (ORCA input):
```
! wB97M-V def2-TZVPD RIJCOSX def2/J DEFGRID3
* xyz 1 1
C -2.2480 -0.5425 0.7124
C -1.3268 -0.5020 -0.5072
C -0.5332 0.8026 -0.6465
C 0.8286 0.9191 0.0948
C 1.8830 0.0256 -0.5723
N 1.8219 -1.2714 -0.4216
N 0.7036 0.6066 1.5233
H -2.9880 0.2359 0.6368
H -2.7545 -1.5078 0.7731
H -1.6692 -0.4376 1.6212
H -1.9166 -0.6355 -1.4000
H -0.6377 -1.3525 -0.4696
H -0.3281 0.9988 -1.7091
H -1.1327 1.6644 -0.3374
H 1.3745 -0.6138 -1.5141
H 2.6594 -1.7226 -0.8282
H 2.8620 0.4890 -0.7087
H 1.2598 1.2375 2.0897
H 1.0101 -0.3413 1.7025
H 1.1319 1.9473 -0.0391
*
```

Values from the calculation:
- Kohn-Sham gap (eV) = 7.029
- lowest unoccupied orbital energy (eV) = -6.95

--- b ---
Entry from the OMol25 dataset: C5H13N2 as an isolated structure (ωB97M-V/def2-TZVPD).

Structure (ORCA input):
```
! wB97M-V def2-TZVPD RIJCOSX def2/J DEFGRID3
* xyz 1 1
C 2.2493 0.6191 0.0031
C 1.1317 0.5866 0.9807
C 0.4241 -0.7395 0.7988
C -0.1148 -0.7717 -0.5887
C -2.3524 0.4914 -0.3657
N -2.6854 -0.3944 0.5745
N 0.7511 -0.3794 -1.6144
H 3.1629 0.1435 0.3625
H 2.6070 1.6079 -0.3001
H 1.6457 0.1006 -1.0815
H 1.4426 0.8756 1.9947
H 0.4165 1.3806 0.7142
H -0.3607 -0.8147 1.5464
H 1.1449 -1.5623 0.8988
H -2.9105 0.6076 -1.3106
H -2.0756 1.4836 0.0310
H -0.7990 -1.6277 -0.7089
H -3.6926 -0.4703 0.7227
H -1.0118 0.0662 -0.4989
H 1.0271 -1.2027 -2.1584
*
```

Values from the calculation:
- Kohn-Sham gap (eV) = 4.703
- lowest unoccupied orbital energy (eV) = -7.46

Stability ranking, top and bottom: a is the most stable and b is the least stable.

--- a ---
Entry from the OMol25 dataset: an isolated ion of composition C5H13N2 and charge +1 (ωB97M-V/def2-TZVPD).

Structure (ORCA input):
```
! wB97M-V def2-TZVPD RIJCOSX def2/J DEFGRID3
* xyz 1 1
C 3.1362 -0.0155 0.2851
C 0.7532 0.4304 -0.3276
C -0.9075 -1.1171 -0.9446
C -1.4573 1.1664 -0.6099
C -1.0708 -0.1842 1.2503
N 1.8153 -0.0546 0.3822
N -0.6675 0.0943 -0.1536
H 3.6878 0.5842 -0.5060
H 3.6713 -0.3710 1.1617
H 1.0429 0.6304 -1.3921
H -1.9603 -1.3756 -0.9516
H -0.7654 -1.1115 -2.1338
H -0.3920 -1.9545 -0.4651
H -1.4917 2.0182 0.1151
H -1.2911 1.7080 -1.5414
H -2.4487 0.7598 -0.6166
H -1.6679 -1.1014 1.3375
H -0.2207 -0.5651 1.8269
H -1.4268 0.6178 1.8708
H 1.6610 -0.1590 1.4127
*
```

Values from the calculation:
- Kohn-Sham gap (spin up / spin down) (eV) = 8.360 / 8.360
- lowest unoccupied orbital energy (spin up / spin down) (eV) = -3.14 / -3.13

--- b ---
Entry from the OMol25 dataset: a 2-piece molecular cluster, C5H13N2 overall (ωB97M-V/def2-TZVPD).

Structure (ORCA input):
```
! wB97M-V def2-TZVPD RIJCOSX def2/J DEFGRID3
* xyz 1 1
C -0.5905 -1.1654 0.8061
C 0.0302 -2.3480 0.7583
N 1.2566 -2.5831 0.2525
N -1.9010 -1.0791 1.4789
H -0.2682 -0.2280 0.3883
H -0.4588 -3.2038 1.2111
H 1.5229 -3.5318 0.0529
H 1.7248 -1.8608 -0.2703
H -2.6544 -0.8829 0.8148
H -1.9008 -0.3291 2.1744
H -2.1292 -1.9491 1.9616
C -0.1123 2.3743 -0.2193
C 0.4896 1.6868 -1.4114
C 1.6049 2.0807 -1.9936
H 0.1993 1.8844 0.7096
H 0.2323 3.4034 -0.1434
H -1.2051 2.3895 -0.2584
H -0.0162 0.8103 -1.8088
H 2.0317 1.5722 -2.8506
H 2.1442 2.9593 -1.6526
*
```

Values from the calculation:
- Kohn-Sham gap (eV) = 9.034
- lowest unoccupied orbital energy (eV) = -3.58

Stability ranking, top and bottom: b is the most stable and a is the least stable.

--- a ---
Entry from the OMol25 dataset: an isolated ion of composition C5H13N2 and charge +1 (ωB97M-V/def2-TZVPD).

Structure (ORCA input):
```
! wB97M-V def2-TZVPD RIJCOSX def2/J DEFGRID3
* xyz 1 1
C 0.7990 -0.5162 -2.6492
C -0.2104 -0.5990 -1.5028
C 0.3585 -1.2207 -0.2078
C 0.6857 -0.1931 0.8776
N -0.4690 -0.0743 1.7878
C -1.1320 0.9857 2.1484
N -0.7545 2.2380 1.8835
H 1.4339 -1.3909 -2.7997
H 1.4729 0.3419 -2.5519
H 0.2584 -0.3379 -3.5793
H -1.0474 -1.1661 -1.9049
H -0.6191 0.3873 -1.3089
H -0.3072 -2.0281 0.1156
H 1.2407 -1.7816 -0.5286
H 0.8602 0.7293 0.3637
H 1.4812 -0.5943 1.5015
H -0.9401 -0.9372 2.0242
H -1.9430 0.7928 2.8461
H -0.4059 2.3663 0.9439
H -0.7619 2.9981 2.5410
*
```

Values from the calculation:
- Kohn-Sham gap (eV) = 10.983
- lowest unoccupied orbital energy (eV) = -3.91
- SMILES = CCCCNC=[NH2+]

--- b ---
Entry from the OMol25 dataset: a 2-piece molecular cluster, C5H13N2 overall (ωB97M-V/def2-TZVPD).

Structure (ORCA input):
```
! wB97M-V def2-TZVPD RIJCOSX def2/J DEFGRID3
* xyz 1 1
C -2.1740 -1.2727 0.0696
C 0.9602 -0.2041 -1.2726
C -2.6078 0.9703 0.0044
C 2.6477 -0.7596 0.2820
C 1.0808 1.0251 0.8079
N -1.6912 -0.1704 -0.0784
N 1.5017 -0.0153 -0.1477
H -1.5453 -2.1220 -0.1220
H -3.3145 -1.5194 -0.0693
H 0.1591 0.4921 -1.5856
H 1.3620 -0.9901 -2.0671
H -3.6215 0.6845 -0.1462
H -2.5136 1.4744 0.9685
H -2.3767 1.5303 -0.8325
H 3.5212 -0.0618 0.3793
H 2.5813 -1.3161 1.1681
H 2.9052 -1.5212 -0.5505
H 2.0775 1.5691 0.9394
H 0.2592 1.6539 0.4870
H 0.7885 0.5529 1.7657
*
```

Values from the calculation:
- Kohn-Sham gap (eV) = 9.138
- lowest unoccupied orbital energy (eV) = -4.31

--- c ---
Entry from the OMol25 dataset: an isolated ion of composition C5H13N2 and charge +1 (ωB97M-V/def2-TZVPD).

Structure (ORCA input):
```
! wB97M-V def2-TZVPD RIJCOSX def2/J DEFGRID3
* xyz 1 1
C -1.4354 1.1274 2.8475
N -1.5907 0.2846 1.6047
C -0.8542 0.5664 0.3847
C -0.8868 -0.1073 -0.7891
C 0.2665 0.2852 -1.5755
C 1.7222 -0.2431 -1.2145
N 1.5540 -1.7284 -1.3693
H -0.5514 1.7038 2.7992
H -1.2748 0.4334 3.6038
H -2.2657 1.8775 3.2548
H -2.5052 -0.1409 1.5402
H -0.0890 1.4231 0.6315
H -1.6785 -0.7643 -1.0272
H 0.1130 0.1154 -2.6634
H 0.3910 1.3854 -1.5187
H 2.0296 0.1506 -0.2708
H 2.6363 -0.0655 -1.8208
H 0.5654 -1.9307 -1.2445
H 1.7942 -1.9515 -2.3303
H 2.0593 -2.4211 -0.8422
*
```

Values from the calculation:
- Kohn-Sham gap (eV) = 8.218
- lowest unoccupied orbital energy (eV) = -3.43
- SMILES = CN/C=C/CC[NH3+]

--- d ---
Entry from the OMol25 dataset: an isolated ion of composition C5H13N2 and charge +1 (ωB97M-V/def2-TZVPD).

Structure (ORCA input):
```
! wB97M-V def2-TZVPD RIJCOSX def2/J DEFGRID3
* xyz 1 1
C -1.6648 1.6523 -0.1549
C -0.5916 0.8980 -0.0394
C -0.0730 0.3470 -1.4433
C 0.8842 -0.8478 -1.2909
N 0.3428 -2.0585 -0.3645
N -0.2097 0.1945 1.1572
C 1.0422 0.4749 1.9459
H -2.3756 1.9551 0.5984
H -2.1423 1.9584 -1.0508
H 0.2711 1.0815 -2.0462
H -0.9529 0.1603 -1.9502
H 1.8282 -0.6693 -0.9215
H 1.0069 -1.3206 -2.3415
H -0.6055 -2.2812 -0.6818
H 0.9431 -2.9680 -0.2579
H 0.3195 -1.6458 0.6001
H -1.0545 0.0931 1.8644
H 1.5601 -0.4641 2.3651
H 0.7862 1.2218 2.7388
H 1.9032 0.7809 1.4291
*
```

Values from the calculation:
- Kohn-Sham gap (eV) = 9.265
- lowest unoccupied orbital energy (eV) = -3.42
- SMILES = C=C(CC[NH3+])NC

Stability ranking, top and bottom: a is the most stable and b is the least stable.